Record 1
A single C5H9N molecule at a distorted geometry. Source: the OMol25 dataset; level of theory: ωB97M-V/def2-TZVPD.

Last column: Mulliken charge in e.
Cartesian coordinates (Å):
C 0.3858 0.0103 1.3143  -1.165
C 1.2859 -0.4935 0.1836  -0.416
C 0.4242 -0.2769 -0.9986  -0.188
C -0.9683 -0.0603 -0.6449  -0.135
C -1.0899 -0.2664 0.8707  -0.557
H 0.6287 -0.3843 2.2816  0.416
H 0.7190 1.0131 1.3982  0.396
H 1.6946 -1.5363 0.3115  0.303
H 2.2117 0.1681 0.3369  0.244
H 0.5241 -0.6515 -1.9961  0.438
H 0.1000 1.6584 -0.3046  0.303
H -1.8892 -0.3316 -1.1929  0.378
H -1.8413 0.2948 1.3334  0.387
H -1.1965 -1.3440 1.0040  0.270
N -0.1681 1.0906 -1.0746  -0.676

Force components x, y, z for each atom (eV/Å):
-0.64 -0.83 0.35
2.12 -0.61 1.47
-0.09 1.06 -1.62
-1.61 0.46 1.64
2.90 -0.57 -1.23
0.04 -0.63 0.48
-0.71 1.40 0.31
-0.82 0.78 -0.23
-1.00 -0.92 -1.21
1.01 -0.41 -0.23
0.24 0.37 0.69
0.95 0.15 -0.23
-1.08 0.77 0.84
-0.57 0.00 0.27
-0.73 -1.03 -1.29

Summary:
2S+1 = 1
SMILES = C1C[C@@H]2N[C@@H]2C1

Record 2
A single C8H19N molecule at a distorted geometry. Source: the OMol25 dataset; level of theory: ωB97M-V/def2-TZVPD.

Last column: Mulliken charge in e.
Cartesian coordinates (Å):
C -0.2665 -0.2233 0.1305  2.228
C -0.4234 0.2582 -1.3162  -0.315
C 1.0157 0.5852 0.7209  0.296
C -1.5551 -0.5750 -2.0906  -1.486
C -0.0076 -1.7286 0.1872  -2.230
C -1.5013 0.1097 0.9689  -2.182
C 2.3529 0.1460 0.1267  -1.585
C 1.1184 0.5090 2.2431  -1.511
N -0.6719 1.6823 -1.3737  -0.535
H 0.5100 0.0721 -1.8554  0.357
H 0.8403 1.6279 0.4401  0.406
H -1.5917 1.9024 -1.0090  0.223
H -0.6238 2.0161 -2.3291  0.309
H -0.9300 -2.2812 0.0232  0.539
H -1.5377 1.1666 1.2214  0.462
H -1.3849 -1.6468 -2.0846  0.356
H -2.5382 -0.3691 -1.6727  0.292
H -1.5529 -0.2529 -3.1317  0.437
H 0.3632 -2.0095 1.1701  0.429
H 0.7193 -2.0336 -0.5614  0.410
H -1.5021 -0.4503 1.9001  0.463
H -2.4250 -0.1294 0.4471  0.394
H 3.1420 0.8206 0.4583  0.451
H 2.6151 -0.8591 0.4511  0.325
H 2.3490 0.1757 -0.9596  0.370
H 2.0144 1.0339 2.5741  0.463
H 1.2017 -0.5214 2.5847  0.280
H 0.2699 0.9744 2.7364  0.354

Force components x, y, z for each atom (eV/Å):
1.55 0.82 0.63
-1.37 -1.37 -0.90
-0.85 -0.51 -0.05
1.07 0.89 0.36
-0.13 0.27 -0.05
0.08 0.15 -0.09
-0.27 0.10 -0.07
-0.04 0.08 -0.19
-0.03 0.36 -0.06
-0.04 -0.03 0.11
0.01 -0.12 0.04
-0.01 0.03 -0.09
-0.10 0.00 0.08
-0.06 -0.11 -0.06
0.00 0.17 0.04
0.09 -0.12 0.09
-0.07 0.02 0.04
-0.08 0.05 -0.05
0.08 -0.05 0.10
0.09 -0.11 -0.07
0.03 -0.05 0.12
-0.09 -0.15 -0.08
0.04 0.01 0.06
0.07 -0.13 0.00
0.06 -0.07 -0.13
0.05 0.02 0.05
-0.01 -0.13 0.10
-0.10 -0.01 0.09

Summary:
2S+1 = 1
SMILES = CC(C)C(C)(C)[C@@H](C)N

Record 3
A molecular structure, C36H54BBrClO8OsP2. Source: the OMol25 dataset; level of theory: ωB97M-V/def2-TZVPD.

Last column: Mulliken charge in e.
Cartesian coordinates (Å):
Os 0.2781 -0.0539 -0.8280  0.670
C -5.1198 1.9960 1.8716  -1.284
C -3.9284 2.2604 2.7673  0.452
C -4.0185 1.5611 4.1064  -1.008
O -2.6959 1.9326 2.0429  -0.408
P -1.8953 0.6030 1.8943  -0.086
O -0.7321 0.8342 1.0043  -0.340
C -2.9934 -0.6677 1.2374  -0.475
P -2.0922 -2.1117 0.6298  0.022
O -0.8576 -1.7394 -0.1182  -0.656
O -1.6931 -2.9744 1.8684  -0.142
C -2.6819 -3.6036 2.7567  0.787
C -2.5117 -5.1009 2.6522  -1.494
C -2.4375 -3.0687 4.1484  -1.204
O -3.1751 -2.8661 -0.1949  -0.435
C -3.0325 -3.5246 -1.5196  0.321
C -1.9153 -4.5438 -1.5019  -0.820
C -2.8668 -2.4640 -2.5849  -0.952
O -1.4992 0.0528 3.3077  0.081
C -0.1241 0.2162 3.8299  1.015
C 0.6017 -1.0927 3.6187  -0.734
C -0.2510 0.6149 5.2800  -1.560
H -6.0066 2.4565 2.3071  0.478
H -5.3178 0.9273 1.7709  0.195
H -4.9628 2.4279 0.8838  0.343
H -3.8209 3.3322 2.9232  0.395
H -4.1095 0.4788 3.9931  0.183
H -4.9090 1.9179 4.6242  0.523
H -3.1506 1.7725 4.7283  0.155
H -3.5339 -0.2402 0.3895  0.613
H -3.7276 -0.9751 1.9853  0.479
H -3.6774 -3.3186 2.4067  0.365
H -1.4878 -5.3779 2.9048  0.309
H -2.7348 -5.4523 1.6470  0.321
H -3.1883 -5.5974 3.3480  0.426
H -1.4541 -3.3810 4.5026  0.301
H -3.1899 -3.4656 4.8296  0.519
H -2.4832 -1.9785 4.1680  0.104
H -3.9988 -4.0145 -1.6198  0.257
H -0.9453 -4.0574 -1.3991  0.031
H -1.9216 -5.0842 -2.4497  0.511
H -2.0597 -5.2711 -0.7042  0.261
H -1.8872 -1.9899 -2.5104  -0.057
H -3.6559 -1.7147 -2.5123  0.356
H -2.9387 -2.9329 -3.5670  0.469
H 0.3511 1.0097 3.2521  -0.079
H 0.1334 -1.8855 4.2035  0.148
H 1.6406 -0.9932 3.9348  0.543
H 0.5837 -1.3807 2.5660  -0.239
H -0.8064 -0.1422 5.8357  0.292
H -0.7559 1.5749 5.3835  0.372
H 0.7423 0.7050 5.7201  0.445
Br 2.7537 -0.2305 0.5533  -0.146
C 3.4422 1.2106 -0.4989  1.095
C 4.7323 1.5826 -0.2608  -0.637
C 5.2706 2.6756 -0.9640  -0.830
C 4.4947 3.3583 -1.8568  -0.779
C 3.1568 2.9725 -2.1021  0.828
C 2.3516 3.7047 -3.0130  -0.951
C 1.0579 3.3430 -3.2493  -1.172
C 0.5162 2.2218 -2.5966  -0.321
C 1.2444 1.4679 -1.6911  -0.342
C 2.5991 1.8571 -1.4285  0.331
H 5.3322 1.0496 0.4640  0.483
H 6.2947 2.9712 -0.7812  0.430
H 4.8934 4.2126 -2.3894  0.436
H 2.7877 4.5589 -3.5159  0.418
H 0.4493 3.9075 -3.9432  0.449
H -0.5070 1.9405 -2.8251  0.438
Cl 3.2263 8.9905 1.4628  -0.209
C 2.5264 7.4174 1.2906  0.376
C 3.3441 6.2915 1.3503  -0.847
C 2.7870 5.0412 1.2136  -0.153
C 1.3922 4.8707 1.0134  1.222
C 0.8395 3.5976 0.8621  -1.447
C 0.5967 6.0438 0.9535  -0.490
C 1.1533 7.2947 1.0916  -0.678
H 4.4081 6.4126 1.5023  0.420
H 3.4207 4.1620 1.2512  0.376
H -0.2150 3.4496 0.6775  0.301
H 1.4667 2.7186 0.9168  0.230
H -0.4703 5.9454 0.7940  0.421
H 0.5400 8.1842 1.0457  0.409
C 2.9669 -1.7000 -5.3131  -1.890
C 2.5421 -2.0567 -3.9031  1.487
C 3.7353 -2.5485 -3.0941  -1.865
O 2.0569 -0.8613 -3.2441  -0.532
B 1.0535 -1.2359 -2.3771  1.269
O 0.6634 -2.5463 -2.5919  -0.113
C 1.3118 -3.0047 -3.8088  1.402
C 1.6515 -4.4740 -3.6598  -1.902
C 0.3170 -2.8009 -4.9427  -1.805
H 3.8209 -1.0238 -5.2726  0.440
H 2.1655 -1.2038 -5.8569  0.391
H 3.2664 -2.5948 -5.8629  0.357
H 4.4781 -1.7514 -3.0520  0.488
H 4.1952 -3.4270 -3.5477  0.368
H 3.4398 -2.7938 -2.0720  0.252
H 2.2306 -4.6580 -2.7570  0.390
H 2.2233 -4.8241 -4.5214  0.362
H 0.7330 -5.0599 -3.6046  0.411
H 0.0505 -1.7475 -5.0454  0.290
H -0.5897 -3.3654 -4.7203  0.386
H 0.7166 -3.1552 -5.8932  0.385

Force components x, y, z for each atom (eV/Å):
-0.02 -0.26 -0.19
0.01 0.01 -0.01
-0.01 -0.02 0.03
0.01 0.01 0.00
-0.02 -0.03 0.01
0.00 -0.01 -0.01
-0.05 0.14 0.02
0.04 0.01 -0.05
-0.15 0.02 0.08
0.10 0.03 -0.05
0.05 -0.05 -0.04
0.02 -0.02 0.04
0.02 0.02 -0.02
-0.05 0.04 0.04
0.04 -0.04 -0.01
0.04 0.02 -0.05
-0.03 0.03 0.05
0.00 0.02 0.01
0.05 0.08 -0.03
0.05 -0.02 0.04
0.00 0.00 -0.02
-0.01 0.01 0.00
0.00 -0.01 0.00
0.00 0.01 -0.01
-0.01 0.00 0.00
-0.01 0.01 0.00
-0.01 0.00 0.00
0.00 0.00 0.00
-0.01 -0.01 0.00
0.01 0.01 0.00
0.01 0.00 0.00
-0.03 0.00 -0.01
-0.01 0.00 0.00
0.00 -0.01 -0.04
0.00 0.01 0.00
-0.04 -0.02 0.00
-0.01 -0.02 0.01
-0.01 -0.09 0.01
-0.01 -0.01 0.01
0.02 0.01 0.00
-0.01 0.01 -0.01
0.01 -0.02 0.03
-0.02 -0.01 -0.01
0.00 0.00 -0.01
0.00 0.00 0.00
0.00 0.01 -0.01
0.06 0.05 -0.03
0.00 0.01 0.00
0.01 0.00 0.03
0.00 0.00 0.01
0.00 -0.01 0.00
0.00 0.00 0.00
0.01 -0.01 0.01
-0.02 -0.02 -0.01
0.04 0.00 0.03
0.00 0.03 -0.03
0.01 -0.01 0.02
0.02 0.01 -0.01
-0.01 -0.01 0.00
0.03 0.03 -0.01
-0.04 -0.04 0.00
-0.03 0.10 0.06
-0.01 -0.02 0.01
0.00 0.00 0.00
0.00 0.00 0.00
0.00 0.00 0.00
0.00 0.00 0.01
0.00 0.00 0.00
0.00 0.00 0.00
0.00 0.01 0.00
-0.01 -0.02 0.00
0.01 0.01 0.00
-0.01 -0.02 -0.01
0.06 0.04 -0.08
-0.03 -0.04 0.09
0.01 -0.02 0.00
0.00 0.00 0.00
0.00 0.00 0.00
-0.01 0.00 0.00
0.00 0.03 0.02
-0.04 0.01 0.04
0.00 0.00 0.00
0.00 0.00 0.00
0.00 0.01 0.00
-0.02 -0.02 -0.01
0.00 0.01 0.02
-0.01 0.04 0.01
0.01 0.03 0.01
-0.04 -0.04 0.04
0.03 0.02 0.00
0.00 -0.01 0.02
-0.02 0.01 -0.01
0.00 -0.01 -0.01
0.01 0.00 0.00
0.00 0.01 0.00
0.00 0.00 0.00
0.00 0.01 0.00
0.00 -0.01 -0.01
0.00 -0.01 -0.01
0.00 0.00 0.00
0.00 0.00 0.00
0.01 -0.01 -0.01
0.00 0.00 -0.01
-0.01 0.00 0.00

Summary:
2S+1 = 5
Net charge = +1
<S²> = 6.09

Record 4
2 unconnected molecules or ions with the total composition C2H8NO at a distorted geometry. Source: the OMol25 dataset; level of theory: ωB97M-V/def2-TZVPD.

Last column: Mulliken charge in e.
Cartesian coordinates (Å):
C 1.2955 0.8182 -0.3180  0.055
C 0.9313 1.8736 0.4100  -0.164
N 0.3692 -0.3536 -0.7588  -0.240
H 2.2829 0.5231 -0.4087  0.456
H 1.8204 2.6544 0.4349  0.364
H -0.1053 2.0121 0.4193  0.352
H -0.5531 -0.0317 -0.8644  0.352
H 0.4444 -1.0880 -0.0446  0.408
H 0.4441 -0.4919 -1.7540  0.375
H -2.1517 -2.5692 0.4990  0.331
H -2.6711 -1.3691 1.1759  0.329
O -1.9319 -1.6644 0.6628  -0.619

Force components x, y, z for each atom (eV/Å):
-0.68 -5.75 -1.38
1.66 4.23 -0.66
1.71 3.81 0.58
2.17 -0.48 -0.59
-2.16 -1.04 0.87
-1.66 1.11 1.42
-2.79 0.51 1.35
-0.25 -0.95 -0.37
1.63 -1.63 -1.02
-0.08 -1.16 -0.30
-0.70 0.54 0.62
1.15 0.81 -0.53

Summary:
2S+1 = 2
Net charge = +2
<S²> = 0.75

What are the electronic energy values for these records? In order: -6819.4069 -10094.5816 -158875.6840 -5716.8965 eV.
What are the relative energy (zero: lowest compared OMol25 entry of this formula, charge and spin) values for these records? In order: 36.6 2.0 0.0 84.8 kcal/mol.